*a*
Here is a molecular structure, C4H12N2O2 from the OMol25 dataset. Energies are from ωB97M-V/def2-TZVPD.

## Properties
2S+1 = 2
total charge = +1
HOMO energy (spin up / spin down) = -13.42 / -13.40 eV
LUMO level (spin up / spin down) = -7.09 / -7.61 eV
⟨S²⟩ = 0.82

The geometry in XYZ format:
```
20
C4H12N2O2 (ωB97M-V/def2-TZVPD)
C 1.11430 1.56764 1.00124
N 1.10657 0.95283 -0.36815
C -0.82155 -0.22035 -1.42017
C 0.50692 -0.37402 -0.66989
C 0.24072 -1.19323 0.61650
N -0.26640 -2.53020 0.51781
O 2.14818 1.95068 1.37318
H 0.13506 2.28448 -1.13700
H 1.75992 1.26464 -1.08039
H -0.65111 0.44844 -2.28513
H -1.33232 -1.13647 -1.71080
H -1.47369 0.28547 -0.69412
H 1.27133 -0.73524 -1.40976
H -0.47995 -0.57843 1.15951
H 1.18167 -1.15674 1.20037
H 0.11503 -3.05752 -0.25792
H -1.27317 -2.56195 0.43037
H -0.11411 1.62326 1.35918
H -1.83276 1.80528 2.04083
O -1.33464 1.36142 1.33434
```

*b*
Here is 2 unconnected molecules or ions with the total composition C4H12N2O2 from the OMol25 dataset. Energies are from ωB97M-V/def2-TZVPD.

## Properties
2S+1 = 2
total charge = +1
HOMO energy (spin up / spin down) = -14.27 / -14.26 eV
LUMO level (spin up / spin down) = -3.57 / -8.71 eV
⟨S²⟩ = 0.76

The geometry in XYZ format:
```
20
C4H12N2O2 (ωB97M-V/def2-TZVPD)
C -0.03430 1.57114 -1.61061
N 1.02791 1.77255 -0.63025
C 1.16202 0.60873 0.24447
C -0.23551 0.03580 0.38319
N -0.69328 -1.07619 -0.27223
C -0.00179 -2.24140 -0.74750
O -1.10989 0.73519 0.91923
H -0.33266 0.57207 -1.94812
H 0.08881 2.20214 -2.45062
H -1.06635 1.88250 -1.27515
H 0.97893 2.63003 -0.08330
H 1.88093 -0.03195 -0.30471
H 1.64143 0.93849 1.15647
H -1.73671 -1.22301 -0.18246
H -0.42764 -3.10507 -0.22185
H -0.30828 -2.34565 -1.80909
H 1.03740 -2.05999 -0.54093
H -1.23558 -0.53381 2.78688
H -0.07927 0.20462 3.13251
O -0.55618 -0.53619 3.45406
```

*c*
Here is 2 unconnected molecules or ions with the total composition C4H12N2O2 from the OMol25 dataset. Energies are from ωB97M-V/def2-TZVPD.

## Properties
2S+1 = 2
total charge = +1
HOMO energy (spin up / spin down) = -13.98 / -13.98 eV
LUMO level (spin up / spin down) = -3.66 / -8.16 eV
⟨S²⟩ = 0.76

The geometry in XYZ format:
```
20
C4H12N2O2 (ωB97M-V/def2-TZVPD)
O 1.49888 -0.48653 1.05828
C 1.53889 0.32408 0.20749
C 0.62865 1.58988 0.12530
C -0.04765 1.77252 1.47047
N -0.38668 1.43949 -0.90079
C -0.13381 0.75694 -2.16925
N 0.05066 -0.63920 -1.94064
H 2.38664 0.30541 -0.51670
H 1.24571 2.43394 -0.16299
H -0.50897 0.86313 1.80373
H 0.65034 2.13075 2.21143
H -0.87947 2.49426 1.46410
H -1.22882 1.06204 -0.46529
H 0.70250 1.23807 -2.68691
H -0.95511 0.89793 -2.87357
H -0.54530 -1.04063 -1.22712
H 0.96410 -1.06314 -2.00465
H -2.18544 -4.02909 0.98371
H -2.73699 -4.34664 2.38241
O -2.26952 -3.67024 1.87172
```

Question: of the structures shown, which is the most stable? Reply: *c*.